Entry from OMol25: 2 unconnected molecules or ions with the total composition C3H4Br3F in a non-equilibrium geometry (ωB97M-V/def2-TZVPD).

Each atom is followed by the atoms it is bonded to, with distances in Å.
Element x y z (Å)
1 C 0.561 -0.955 -0.989  C2 1.471, H8 1.085, H9 1.107, H10 1.012
2 C -0.675 -0.479 -0.350  C1 1.471, Br5 1.880, H11 1.147
3 C -0.077 0.939 1.281  F4 1.356, Br6 1.952, Br7 1.896
4 F -1.133 0.934 2.133  C3 1.356
5 Br -1.651 0.586 -1.553  C2 1.880
6 Br 0.041 2.668 0.383  C3 1.952
7 Br 1.440 0.311 2.229  C3 1.896
8 H 1.252 -0.142 -1.185  C1 1.085
9 H 1.203 -1.665 -0.433  C1 1.107
10 H 0.410 -1.245 -1.946  C1 1.012
11 H -1.371 -0.953 0.429  C2 1.147

The calculation puts the orbital gap at 0.3285 hartree. Its net charge is 0. As for the lowest unoccupied orbital energy: -0.1 eV.